Record 1
Entry from OMol25: C17H24N2O2 in the gas phase (the ωB97M-V functional and the def2-TZVPD basis).

Element x y z (Å)
C  -4.1879  -1.0897  1.5770
C  -3.8574  -1.4972  0.1460
C  -4.4217  -0.5329  -0.8986
H  -4.2104  -0.9261  -1.8971
H  -5.5056  -0.4709  -0.7878
C  -3.8514  0.8836  -0.7910
N  -2.4130  0.9032  -0.9305
C  -1.5815  1.1780  0.0947
O  -1.9679  1.5064  1.1971
C  -0.1049  1.0954  -0.2760
H  0.0600  0.2829  -0.9897
C  0.3973  2.4208  -0.8639
C  1.8455  2.5087  -0.3919
O  2.7107  3.2257  -0.8432
N  1.9867  1.6525  0.6378
C  3.2438  1.4180  1.3023
H  3.0368  0.9231  2.2531
C  4.1870  0.5587  0.4374
C  3.4908  -0.6918  -0.0125
C  2.8489  -0.7290  -1.2444
C  2.1394  -1.8509  -1.6359
C  2.0640  -2.9521  -0.8002
C  2.7081  -2.9281  0.4255
C  3.4147  -1.8047  0.8165
H  3.9137  -1.7895  1.7754
H  2.6577  -3.7871  1.0788
H  1.5100  -3.8280  -1.1045
H  1.6465  -1.8684  -2.5979
H  2.9085  0.1299  -1.8979
H  4.4845  1.1514  -0.4283
H  5.0753  0.3193  1.0237
H  3.7202  2.3839  1.4933
C  0.7927  0.9023  0.9512
H  0.2941  1.3144  1.8389
H  1.0274  -0.1493  1.1303
H  -0.1471  3.2685  -0.4410
H  0.3318  2.4766  -1.9488
H  -2.0324  0.5929  -1.8103
H  -4.2951  1.5174  -1.5661
H  -4.0746  1.3137  0.1858
H  -4.2682  -2.4903  -0.0511
H  -2.7723  -1.5614  0.0338
H  -5.2582  -0.9323  1.6924
H  -3.8800  -1.8711  2.2678
H  -3.6664  -0.1765  1.8498

Structure (SMILES) = CCCCNC(=O)[C@H]1CC(=O)N(CCc2ccccc2)C1
Largest force on an atom = 0.7 eV/Å
Orbital gap = 9.6 eV
E_tot = -922.2386 hartree
ΔE to the lowest compared entry with this formula, charge and spin = 6.32 kcal per mole

=====

Record 2
Entry from OMol25: a molecular structure, C26H25F4N4O2Ti in a non-equilibrium geometry (the ωB97M-V functional and the def2-TZVPD basis).

Element x y z (Å)
Ti  -0.2357  0.7055  0.5907
O  -1.4235  1.8873  1.3362
C  -2.7087  1.6472  1.6325
C  -3.6156  2.7071  1.5850
C  -4.9305  2.4989  1.9364
C  -5.3717  1.2382  2.3584
C  -4.4739  0.1957  2.4080
C  -3.1365  0.3667  2.0308
C  -2.2046  -0.7667  2.1735
N  -1.0414  -0.6987  1.6964
N  -0.0167  -1.6132  2.0819
C  1.1104  -0.9414  2.1437
O  1.2387  0.3244  1.8561
C  2.3279  -1.6618  2.6185
C  2.3271  -3.0508  2.7052
C  3.4629  -3.7179  3.1368
C  4.5994  -2.9982  3.4881
C  4.5967  -1.6127  3.4105
C  3.4594  -0.9417  2.9716
H  -3.2544  3.6759  1.2692
H  -5.6290  3.3258  1.8899
H  -6.4024  1.0869  2.6470
H  -4.7996  -0.7838  2.7416
H  -2.4820  -1.6424  2.7603
H  1.4335  -3.5961  2.4330
H  3.4597  -4.7986  3.2019
H  5.4876  -3.5203  3.8220
H  5.4791  -1.0526  3.6930
H  3.4361  0.1383  2.9125
C  2.0181  0.6864  -3.6277
C  1.4718  1.2662  -2.3280
N  1.6983  0.4937  -1.0771
C  3.0294  0.7619  -0.4951
C  4.2688  0.4045  -1.3069
C  1.4443  -0.9522  -1.2550
C  -0.0515  -1.2507  -1.5818
N  -0.8698  -0.1302  -1.1352
C  -1.9477  0.3220  -1.8535
C  -2.2336  1.6969  -1.8982
F  -1.3726  2.5725  -1.3311
C  -3.3185  2.2041  -2.5763
F  -3.5071  3.5324  -2.5590
C  -4.1798  1.3911  -3.2863
C  -3.8880  0.0466  -3.2872
F  -4.6812  -0.8113  -3.9469
C  -2.8121  -0.4804  -2.5967
F  -2.6482  -1.8156  -2.5952
H  1.7725  1.3771  -4.4376
H  3.0955  0.5384  -3.6374
H  1.5436  -0.2651  -3.8751
H  1.8829  2.2615  -2.1481
H  0.4002  1.3911  -2.4459
H  3.0450  1.8264  -0.2511
H  3.0574  0.2335  0.4526
H  4.4934  1.1296  -2.0895
H  5.1258  0.3788  -0.6294
H  4.1973  -0.5803  -1.7728
H  2.0631  -1.3786  -2.0485
H  1.7500  -1.4501  -0.3326
H  -0.1739  -1.3938  -2.6578
H  -0.3311  -2.1935  -1.1058
H  -5.0353  1.7860  -3.8144

Expectation value of S² = 0.7526
Largest force on an atom = 2.9 eV/Å
Orbital gap (spin up / spin down) = 6.9 / 7.7 eV
Spin multiplicity = 2
E_tot = -2624.2577 hartree

=====

Record 3
Entry from OMol25: 9 unconnected molecules or ions with the total composition C5H26N3O8 in a non-equilibrium geometry (the ωB97M-V functional and the def2-TZVPD basis).

Element x y z (Å)
C  -0.5398  -0.4077  -2.7868
C  -1.7501  0.5570  -2.7986
C  -1.6966  1.2878  -1.4856
C  -2.5858  1.4445  -0.4340
N  -2.0825  2.4772  0.2712
C  -0.9084  2.8830  -0.2752
N  -0.6878  2.2062  -1.3683
N  -0.5470  -1.2945  -1.5787
H  0.3132  0.2599  -2.8012
H  -0.5431  -1.0603  -3.6573
H  -1.6048  1.1808  -3.6738
H  -2.6996  0.0215  -2.8190
H  -3.4861  0.8628  -0.3462
H  -2.4460  2.8468  1.1321
H  -0.2922  3.5851  0.2567
H  0.3020  -1.8719  -1.4340
H  -0.6871  -0.6757  -0.7734
H  -1.3352  -1.9342  -1.6651
H  1.0983  1.9998  3.0728
H  -0.4199  1.8611  2.5847
O  0.5153  1.6751  2.3835
H  1.9786  -0.0627  0.4070
H  0.5885  0.6009  0.8859
O  1.0199  -0.0455  0.2956
H  1.0412  -1.9420  1.3198
H  1.3499  -3.0901  2.2082
O  0.5872  -2.6410  1.8225
H  4.0735  -0.6866  1.0433
H  3.7524  -0.8076  2.5267
O  3.4276  -0.4108  1.7056
H  2.0209  -3.4141  -2.2643
H  2.2425  -1.7468  -2.3018
O  2.0386  -2.5623  -1.8238
H  -2.1724  0.9826  3.4345
H  -1.5869  0.1550  2.3914
O  -2.1125  0.9718  2.4701
H  -0.8388  -1.2818  4.4294
H  -1.5002  -2.0003  3.1370
O  -1.4039  -1.2004  3.6589
H  2.1912  0.9851  -1.9365
H  3.0917  0.1811  -2.8767
O  2.2943  0.1115  -2.3366

Largest force on an atom = 2.4 eV/Å
Orbital gap = 9.1 eV
Total charge = +1
E_tot = -972.1026 hartree
ΔE to the lowest compared entry with this formula, charge and spin = 40.74 kcal per mole

=====

Q: The lowest largest force on an atom belongs to which entry?
A: C17H24N2O2

=====

Q: Which formula does entry 3 have?
A: C5H26N3O8